Molecular formula: C26H36N3O2
Method: DFT, wB97M-V/def2-TZVPD

Its lowest unoccupied orbital energy is -4.32 eV. The relative energy (zero: lowest compared OMol25 entry of this formula, charge and spin) comes out at 9.2 kcal/mol.

The geometry in ORCA input format:
```
! wB97M-V def2-TZVPD RIJCOSX def2/J DEFGRID3
* xyz 1 1
C -8.62 -0.20 1.00
O -7.89 0.42 2.09
C -6.57 0.14 2.20
C -5.85 0.76 3.26
C -4.52 0.48 3.45
C -3.81 -0.42 2.59
C -2.44 -0.78 2.83
C -1.68 -1.56 1.96
C -0.34 -1.88 2.13
N 0.31 -2.75 1.34
C 1.74 -3.03 1.53
C 2.63 -1.80 1.36
C 4.09 -2.11 1.52
C 4.99 -1.86 0.48
C 6.32 -2.24 0.59
C 6.78 -2.85 1.77
C 5.89 -3.06 2.83
C 4.55 -2.69 2.71
C 2.00 -4.10 0.47
O 3.04 -4.72 0.28
N 0.84 -4.26 -0.24
C 0.75 -5.17 -1.37
C -0.29 -3.47 0.20
C -1.44 -4.40 0.62
C -0.73 -2.52 -0.93
C -4.54 -0.98 1.50
C -5.89 -0.74 1.32
H -9.63 0.20 1.10
H -8.19 0.07 0.02
H -8.63 -1.30 1.10
H -6.39 1.43 3.92
H -3.98 0.94 4.27
H -1.98 -0.46 3.76
H -2.19 -1.95 1.08
H 0.24 -1.42 2.93
H 1.92 -3.48 2.53
H 2.44 -1.38 0.35
H 2.31 -1.05 2.10
H 4.61 -1.38 -0.43
H 7.00 -2.08 -0.24
H 7.82 -3.17 1.85
H 6.24 -3.53 3.75
H 3.85 -2.86 3.53
H 1.73 -5.61 -1.54
H 0.02 -5.96 -1.16
H 0.43 -4.63 -2.26
H -1.06 -5.18 1.29
H -2.23 -3.86 1.15
H -1.87 -4.87 -0.27
H 0.14 -1.98 -1.31
H -1.18 -3.12 -1.73
H -1.47 -1.79 -0.59
H -4.05 -1.64 0.79
H -6.43 -1.24 0.52
C 1.26 1.47 6.60
C 0.73 1.74 5.20
C -0.80 1.88 5.15
N -1.38 1.50 3.87
H 2.34 1.30 6.56
H 1.09 2.32 7.28
H 0.79 0.59 7.04
H 1.17 2.67 4.82
H 1.04 0.93 4.53
H -1.26 1.21 5.89
H -1.07 2.91 5.45
H -0.74 1.56 3.09
H -2.24 1.97 3.64
*
```

=====

Molecular formula: C26H36N5P2RuS2
Method: DFT, wB97M-V/def2-TZVPD

The expectation value of S² is 0.763. Its lowest unoccupied orbital energy (spin up / spin down) is -7.86 / -7.80 eV. The relative energy (zero: lowest compared OMol25 entry of this formula, charge and spin) comes out at 0.0 kcal/mol.

The geometry in ORCA input format:
```
! wB97M-V def2-TZVPD RIJCOSX def2/J DEFGRID3
* xyz 2 2
Ru 0.36 -0.05 0.02
C 3.17 -1.24 4.39
S 4.02 -0.25 3.13
C 2.84 -0.21 1.86
S 1.10 -0.15 2.22
N 3.28 -0.14 0.65
N 2.36 -0.05 -0.31
C 2.71 -0.01 -1.56
C 1.66 0.01 -2.54
C 1.93 0.02 -3.91
C 0.87 0.02 -4.81
C -0.43 0.01 -4.32
C -0.62 0.00 -2.95
N 0.38 0.00 -2.07
H 3.76 -1.15 5.29
H 3.14 -2.28 4.07
H 2.17 -0.85 4.56
H 3.77 -0.01 -1.82
H 2.96 0.02 -4.24
H 1.06 0.03 -5.87
H -1.27 0.02 -4.99
H -1.62 -0.01 -2.53
C -2.93 -1.86 -0.44
P -1.41 -1.61 0.54
C -2.16 -0.76 1.99
N -2.85 -1.41 2.88
C -3.55 -0.77 3.83
C -4.31 -1.46 4.79
C -5.05 -0.76 5.71
C -5.04 0.65 5.72
C -4.29 1.35 4.81
C -3.54 0.67 3.85
N -2.83 1.32 2.91
C -2.15 0.67 2.01
P -1.37 1.54 0.59
C -2.88 1.91 -0.38
C -0.72 3.26 1.05
C 0.55 3.14 1.88
C -1.77 4.09 1.78
C -0.37 3.88 -0.32
C -0.85 -3.38 0.90
C -1.94 -4.18 1.62
C 0.44 -3.39 1.72
C -0.56 -3.95 -0.50
H -3.64 -2.39 0.19
H -2.73 -2.43 -1.34
H -3.36 -0.90 -0.72
H -4.32 -2.54 4.77
H -5.66 -1.30 6.42
H -5.64 1.18 6.44
H -4.27 2.43 4.82
H -3.56 2.44 0.28
H -3.35 0.99 -0.71
H -2.65 2.52 -1.25
H 0.36 2.64 2.84
H 0.94 4.13 2.10
H 1.32 2.59 1.34
H -2.15 3.58 2.65
H -2.60 4.36 1.13
H -1.29 5.02 2.11
H 0.19 3.18 -0.95
H 0.26 4.76 -0.16
H -1.26 4.21 -0.85
H -2.28 -3.67 2.51
H -1.52 -5.14 1.92
H -2.79 -4.38 0.97
H 0.29 -2.94 2.70
H 1.24 -2.86 1.20
H 0.76 -4.42 1.86
H -1.48 -4.20 -1.03
H 0.03 -4.86 -0.42
H 0.01 -3.24 -1.10
*
```

=====

Molecular formula: C26H36N6O3
Method: DFT, wB97M-V/def2-TZVPD

The SMILES is CCC[C@H](c1nnnn1CC(=O)OCC)N(Cc1cc2c(C)cc(C)cc2[nH]c1=O)C1CCCC1. Its lowest unoccupied orbital energy is 0.43 eV. The relative energy (zero: lowest compared OMol25 entry of this formula, charge and spin) comes out at 0.3 kcal/mol.

The geometry in ORCA input format:
```
! wB97M-V def2-TZVPD RIJCOSX def2/J DEFGRID3
* xyz 0 1
C 1.95 3.58 -2.56
H 2.58 4.18 -1.91
H 2.38 3.60 -3.56
C 1.86 2.15 -2.05
H 2.85 1.70 -2.04
C 1.26 2.10 -0.65
H 0.26 2.54 -0.68
H 1.88 2.69 0.03
C 1.17 0.65 -0.13
C 0.03 -0.04 -0.81
N -0.81 0.47 -1.68
N -1.68 -0.49 -1.98
N -1.42 -1.56 -1.34
N -0.34 -1.33 -0.59
C 0.26 -2.35 0.21
C 1.46 -2.99 -0.47
O 1.99 -3.99 -0.08
O 1.83 -2.31 -1.55
C 2.93 -2.81 -2.31
C 4.26 -2.34 -1.76
H 4.41 -2.73 -0.75
H 5.07 -2.69 -2.39
H 4.29 -1.25 -1.73
H 2.77 -2.44 -3.33
H 2.88 -3.91 -2.31
H -0.49 -3.12 0.39
H 0.57 -1.92 1.18
N 1.02 0.45 1.31
C 2.21 0.32 2.15
C 3.08 1.59 2.29
C 4.31 1.33 1.42
H 4.07 1.50 0.37
C 4.58 -0.15 1.66
H 5.06 -0.27 2.63
H 5.22 -0.60 0.90
C 3.18 -0.79 1.69
H 3.14 -1.64 2.37
H 2.92 -1.16 0.70
H 5.15 1.96 1.68
H 3.40 1.69 3.33
H 2.54 2.49 2.02
H 1.80 0.05 3.13
C -0.06 1.21 1.92
C -1.39 0.57 1.62
C -2.30 1.11 0.78
C -3.53 0.46 0.47
C -3.80 -0.76 1.12
C -4.99 -1.45 0.87
C -5.90 -0.96 -0.04
C -5.61 0.24 -0.71
C -4.45 0.94 -0.48
C -4.16 2.19 -1.26
H -3.24 2.05 -1.83
H -4.97 2.41 -1.95
H -4.02 3.04 -0.60
H -6.32 0.60 -1.44
C -7.18 -1.68 -0.33
H -7.31 -2.53 0.33
H -8.03 -1.01 -0.22
H -7.17 -2.05 -1.36
H -5.18 -2.38 1.39
N -2.88 -1.26 1.99
C -1.65 -0.70 2.28
O -0.88 -1.28 3.03
H -3.08 -2.14 2.46
H -2.09 2.05 0.30
H -0.07 2.26 1.60
H 0.08 1.18 3.00
H 2.08 0.14 -0.44
H 1.23 1.57 -2.72
H 0.97 4.04 -2.61
*
```

=====

Molecular formula: C26H37AlFINO5
Method: DFT, wB97M-V/def2-TZVPD

Its lowest unoccupied orbital energy is 1.87 eV.

The geometry in ORCA input format:
```
! wB97M-V def2-TZVPD RIJCOSX def2/J DEFGRID3
* xyz -1 1
C -1.27 -0.85 -0.06
C -0.69 -0.43 1.42
C -1.49 0.79 2.17
Al -1.85 2.45 1.03
C -1.00 2.44 -0.84
C 0.64 2.59 -0.87
F 1.06 2.30 -2.29
C -3.88 2.68 0.82
C -4.76 1.44 1.48
C -6.22 1.38 0.70
C -7.49 1.10 1.71
N -8.51 0.09 1.14
C -10.04 0.12 1.34
C -10.76 -1.15 0.59
C -9.59 -2.02 -0.17
C -8.28 -1.13 0.27
C -1.14 4.12 2.04
C 0.25 3.84 2.87
O 0.20 3.33 4.11
I 2.27 4.28 2.05
O 0.78 -0.17 1.44
C 1.53 -1.45 1.46
C 2.72 -1.27 0.30
C 2.41 -1.91 -1.18
C 3.56 -1.70 -2.35
C 4.91 -0.86 -1.95
C 5.23 -0.26 -0.44
C 4.08 -0.47 0.74
H -2.30 -0.39 -0.34
H -1.27 -2.03 -0.26
H -0.49 -0.41 -0.85
H -0.83 -1.39 2.11
H -0.80 1.14 3.07
H -2.48 0.38 2.69
H -1.42 3.41 -1.40
H -1.33 1.53 -1.51
H 0.97 3.72 -0.68
H 1.21 1.82 -0.19
H -4.19 2.92 -0.30
H -4.17 3.65 1.44
H -4.20 0.42 1.35
H -4.93 1.70 2.61
H -6.40 2.46 0.22
H -6.11 0.57 -0.14
H -8.02 2.11 1.96
H -7.10 0.62 2.72
H -10.69 0.90 1.95
H -11.88 -1.48 0.50
H -9.68 -3.01 -0.81
H -7.21 -1.48 -0.07
H -1.04 4.99 1.26
H -2.01 4.40 2.81
H 2.04 -1.68 2.51
H 0.88 -2.39 1.20
H 1.39 -2.48 -1.32
H 3.33 -2.14 -3.43
H 5.70 -0.69 -2.81
H 6.21 0.34 -0.15
H 4.27 -0.04 1.84
C 10.67 -3.44 -2.02
C 9.24 -2.95 -2.06
C 8.50 -3.39 -3.29
O 7.55 -2.36 -3.47
C 8.10 -1.23 -2.92
O 7.67 -0.10 -3.08
O 9.20 -1.54 -2.17
H 11.16 -3.11 -1.10
H 10.72 -4.54 -2.06
H 11.26 -3.03 -2.85
H 8.71 -3.24 -1.15
H 8.00 -4.35 -3.16
H 9.13 -3.43 -4.19
*
```

=====

Molecular formula: C26H37N2Pd
Method: DFT, wB97M-V/def2-TZVPD

The expectation value of S² is 6.072. Its lowest unoccupied orbital energy (spin up / spin down) is -2.07 / -5.90 eV.

The geometry in ORCA input format:
```
! wB97M-V def2-TZVPD RIJCOSX def2/J DEFGRID3
* xyz 1 5
C 0.89 -2.73 0.44
C 1.87 -2.10 -0.39
C 1.52 -2.35 -1.74
C 0.20 -2.87 -1.78
C -0.18 -3.16 -0.39
Pd -0.51 -0.92 -0.43
C -2.43 1.85 -0.44
C -2.44 1.03 0.78
H -2.56 1.64 1.69
C -2.27 -0.34 0.80
H -2.74 -0.91 -0.02
H -2.18 -0.92 1.71
C -3.30 3.11 -0.14
H -2.84 3.78 0.62
H -3.54 3.75 -1.00
H -4.26 2.79 0.26
C -3.15 1.15 -1.62
H -2.56 0.27 -1.89
H -4.18 0.93 -1.34
H -3.07 1.85 -2.49
C 3.09 -1.41 0.05
H 3.07 -1.23 1.12
H 4.02 -1.95 -0.18
H 3.17 -0.43 -0.43
C 2.33 -1.95 -2.91
H 2.54 -0.89 -2.92
H 3.30 -2.44 -2.91
H 1.83 -2.20 -3.84
C -0.63 -3.11 -2.98
H -0.64 -2.23 -3.62
H -0.24 -3.94 -3.59
H -1.66 -3.35 -2.72
C -1.42 -3.89 0.02
H -2.26 -3.61 -0.64
H -1.31 -4.98 -0.02
H -1.68 -3.60 1.04
C 0.93 -2.80 1.92
H 0.03 -3.29 2.30
H 1.79 -3.41 2.19
H 1.06 -1.82 2.40
C -0.22 0.98 -1.11
C -1.17 2.11 -1.05
C 0.46 0.92 -2.41
C -0.91 3.33 -1.61
H 0.35 1.40 -0.36
C 0.49 2.09 -3.14
H 0.88 0.03 -2.90
C -0.05 3.32 -2.73
H -1.65 4.08 -1.29
H 0.97 2.08 -4.15
H 0.10 4.28 -3.22
C 3.68 2.44 2.98
C 2.35 1.85 2.88
C 1.41 1.55 3.86
C 0.30 1.00 3.18
N 0.54 0.95 1.85
N 1.77 1.50 1.72
C -0.93 0.51 3.83
H 3.63 3.49 3.31
H 4.27 1.90 3.73
H 4.20 2.40 2.02
H 1.50 1.69 4.93
H 2.19 1.62 0.78
H -0.84 -0.57 4.04
H -1.07 1.04 4.78
H -1.80 0.68 3.18
*
```

=====

Molecular formula: C26H38BrLaN2O2SSi2Te
Method: DFT, wB97M-V/def2-TZVPD

Its lowest unoccupied orbital energy is -6.20 eV. The relative energy (zero: lowest compared OMol25 entry of this formula, charge and spin) comes out at 0.0 kcal/mol.

The geometry in ORCA input format:
```
! wB97M-V def2-TZVPD RIJCOSX def2/J DEFGRID3
* xyz 2 1
La 0.36 0.45 -0.82
Br 3.54 3.31 -6.92
C 2.61 3.02 -5.33
C 2.87 3.83 -4.19
C 2.25 3.58 -2.98
C 1.30 2.56 -2.88
O 0.70 2.40 -1.69
C 0.97 1.75 -4.03
C -0.06 0.79 -4.07
N -0.74 0.32 -3.00
C -1.89 -0.41 -3.15
C -2.75 -0.25 -4.26
C -3.92 -1.01 -4.36
C -4.27 -1.94 -3.37
C -3.46 -2.08 -2.22
C -3.76 -2.96 -1.17
C -2.95 -3.00 -0.03
C -1.82 -2.19 0.04
N -1.49 -1.34 -0.97
C -2.26 -1.28 -2.09
C 1.68 1.99 -5.25
H 3.59 4.67 -4.32
H 2.40 4.19 -2.09
H -0.23 0.35 -5.07
H -2.42 0.48 -5.00
H -4.59 -0.86 -5.22
H -5.18 -2.53 -3.44
H -4.68 -3.57 -1.27
H -3.17 -3.66 0.83
H -1.18 -2.17 0.92
H 1.48 1.38 -6.14
C 4.06 2.13 1.43
S 3.51 2.09 -0.25
C 5.04 1.58 -1.01
O 2.66 0.75 -0.34
H 4.34 1.12 1.79
H 3.24 2.58 2.03
H 4.91 2.84 1.45
H 5.73 2.44 -0.94
H 4.85 1.34 -2.07
H 5.46 0.71 -0.47
C -1.01 -4.37 2.62
Si 0.54 -3.42 3.19
C 1.91 -3.62 1.91
C 1.13 -3.97 4.88
C 0.01 -1.61 3.33
Te 1.21 -0.32 2.04
C 0.32 1.57 2.77
Si -1.51 1.94 2.42
C -1.80 3.59 3.30
C -2.70 0.58 2.97
C -1.79 2.22 0.57
H -1.07 -5.33 3.18
H -0.98 -4.60 1.54
H -1.94 -3.81 2.82
H 2.14 -4.69 1.71
H 2.85 -3.11 2.22
H 1.63 -3.16 0.93
H 1.35 -5.07 4.93
H 0.37 -3.72 5.65
H 2.07 -3.43 5.14
H 0.21 -1.22 4.36
H -1.03 -1.38 3.07
H 0.92 2.41 2.36
H 0.56 1.51 3.85
H -1.52 3.53 4.38
H -2.87 3.90 3.22
H -1.17 4.37 2.83
H -2.50 0.20 4.00
H -2.71 -0.27 2.27
H -3.73 1.00 2.96
H -0.93 2.67 0.05
H -2.64 2.92 0.41
H -2.07 1.30 0.05
*
```

=====

Molecular formula: C26H38N4O3
Method: DFT, wB97M-V/def2-TZVPD

The SMILES is CC[C@@H]1CCCCN1CCCNC(=O)[C@H]1CC[C@@H](Cn2c(=O)[nH]c3ccccc3c2=O)CC1. Its lowest unoccupied orbital energy is 0.54 eV. The relative energy (zero: lowest compared OMol25 entry of this formula, charge and spin) comes out at 0.0 kcal/mol.

The geometry in ORCA input format:
```
! wB97M-V def2-TZVPD RIJCOSX def2/J DEFGRID3
* xyz 0 1
C -4.15 -2.52 -1.21
H -3.56 -3.19 -0.59
H -4.19 -2.93 -2.21
H -5.17 -2.50 -0.82
C -3.53 -1.13 -1.24
H -4.22 -0.43 -1.73
H -2.63 -1.18 -1.84
C -3.20 -0.57 0.16
N -2.57 0.74 0.05
C -2.32 1.35 1.35
C -3.60 1.52 2.15
C -4.24 0.16 2.35
C -4.49 -0.46 0.98
H -5.19 0.17 0.43
H -4.92 -1.45 1.10
H -5.18 0.25 2.90
H -3.57 -0.48 2.93
H -4.29 2.17 1.60
H -3.37 1.99 3.11
H -1.88 2.34 1.17
H -1.59 0.77 1.95
C -1.37 0.80 -0.78
H -1.03 -0.20 -1.09
C -1.62 1.66 -2.02
H -2.41 1.22 -2.62
C -0.36 1.80 -2.88
N 0.71 2.49 -2.19
C 1.82 1.86 -1.74
O 2.01 0.68 -1.95
C 2.77 2.78 -0.97
C 4.13 2.13 -0.73
C 4.03 0.92 0.20
C 3.35 1.27 1.52
C 2.00 1.94 1.26
C 2.16 3.17 0.38
H 1.19 3.65 0.24
H 2.82 3.89 0.87
H 1.35 1.23 0.74
H 1.52 2.20 2.20
C 3.18 0.02 2.40
N 2.40 -1.01 1.73
C 1.03 -0.98 1.90
O 0.47 -0.27 2.71
N 0.31 -1.83 1.10
C 0.86 -2.68 0.17
C 0.06 -3.44 -0.69
C 0.66 -4.30 -1.59
C 2.04 -4.42 -1.65
C 2.84 -3.67 -0.80
C 2.25 -2.79 0.11
C 3.09 -1.96 0.98
O 4.29 -2.07 1.06
H 3.91 -3.74 -0.82
H 2.49 -5.09 -2.36
H 0.04 -4.88 -2.26
H -1.01 -3.34 -0.64
H -0.69 -1.77 1.18
H 2.67 0.28 3.33
H 4.16 -0.42 2.63
H 3.98 1.97 2.08
H 3.46 0.16 -0.32
H 5.03 0.52 0.39
H 4.56 1.81 -1.68
H 4.80 2.88 -0.29
H 2.91 3.68 -1.58
H 0.56 3.46 -1.96
H -0.60 2.34 -3.80
H 0.03 0.82 -3.14
H -1.96 2.65 -1.70
H -0.55 1.24 -0.21
H -2.53 -1.29 0.67
*
```

=====

Computed values of E (unit: Ha) for the preceding records, in sequence: -1326.83617, -2859.61717, -1566.63927, -2083.24330, -1249.82570, -5123.95977, -1458.40402.